(1)
{
  "formula": "C31H41N2O10P2",
  "method": "ωB97M-V/def2-TZVPD",
  "lumo_ev": -3.9,
  "e_above_lowest_kj_mol": 0.0,
  "total_charge": 1,
  "energy_ev": -74835.122,
  "max_force_ev_per_a": 1.15,
  "symbols": ["C", "C", "C", "C", "C", "P", "P", "O", "O", "O", "C", "O", "C", "C", "C", "C", "C", "C", "C", "N", "N", "H", "H", "H", "H", "H", "H", "H", "H", "H", "H", "H", "H", "H", "H", "H", "H", "H", "H", "H", "H", "H", "H", "H", "H", "H", "H", "H", "H", "H", "C", "C", "C", "O", "C", "C", "C", "O", "H", "H", "H", "H", "C", "C", "C", "O", "C", "C", "C", "O", "H", "H", "H", "H", "C", "C", "C", "O", "C", "C", "C", "O", "H", "H", "H", "H"],
  "xyz": [[-6.131, -0.581, -1.437], [-4.940, -1.059, -1.771], [-4.102, -1.767, -0.747], [-3.993, -3.317, -0.725], [-2.527, -3.656, -0.226], [-2.681, -4.866, 1.182], [-1.267, -6.448, 0.627], [-2.029, -7.604, 0.156], [-0.319, -5.776, -0.476], [-0.319, -6.756, 1.876], [-2.053, -2.287, 0.243], [-0.726, -2.078, 0.395], [-0.351, -1.244, 1.515], [1.041, -0.676, 1.323], [1.205, 0.368, 2.442], [2.119, -1.770, 1.486], [2.884, -2.233, 0.213], [2.122, -2.066, -1.098], [3.194, -3.729, 0.383], [-2.656, -1.402, -0.839], [-2.299, -0.025, -0.826], [-6.656, -1.038, -0.607], [-6.567, 0.267, -1.946], [-4.545, -0.964, -2.781], [-4.440, -1.381, 0.217], [-4.208, -3.719, -1.713], [-4.743, -3.658, -0.016], [-1.981, -4.066, -1.075], [-2.065, -4.195, 2.267], [0.384, -6.393, -0.731], [-0.389, -6.103, 2.583], [-2.636, -2.089, 1.152], [-1.072, -0.425, 1.619], [-0.386, -1.831, 2.438], [1.141, -0.133, 0.386], [0.480, 1.179, 2.316], [2.192, 0.823, 2.382], [1.053, -0.067, 3.431], [2.872, -1.383, 2.175], [1.686, -2.654, 1.963], [3.846, -1.719, 0.183], [1.222, -2.684, -1.093], [1.883, -1.028, -1.330], [2.750, -2.428, -1.916], [3.760, -3.932, 1.293], [2.240, -4.262, 0.477], [3.687, -4.146, -0.496], [-2.354, -1.847, -1.716], [-2.483, 0.349, -1.752], [-1.295, 0.018, -0.667], [2.488, 4.842, -1.141], [2.340, 3.523, -1.225], [2.880, 2.625, -0.179], [2.748, 1.417, -0.258], [3.593, 3.243, 0.965], [3.742, 4.561, 1.052], [3.200, 5.467, 0.003], [3.335, 6.666, 0.082], [2.107, 5.518, -1.896], [1.833, 3.049, -2.054], [3.981, 2.564, 1.714], [4.259, 5.038, 1.875], [-5.223, 1.579, 1.843], [-5.228, 2.754, 2.467], [-5.789, 2.894, 3.839], [-5.793, 3.961, 4.404], [-6.341, 1.672, 4.481], [-6.335, 0.499, 3.853], [-5.774, 0.365, 2.490], [-5.765, -0.710, 1.916], [-4.821, 1.453, 0.844], [-4.832, 3.656, 2.018], [-6.744, 1.797, 5.478], [-6.732, -0.404, 4.299], [6.680, 5.143, -4.889], [5.363, 4.959, -4.931], [4.691, 4.007, -4.013], [3.489, 3.838, -4.047], [5.541, 3.267, -3.047], [6.857, 3.449, -3.003], [7.532, 4.405, -3.922], [8.729, 4.571, -3.881], [7.193, 5.832, -5.548], [4.722, 5.486, -5.625], [5.028, 2.574, -2.390], [7.498, 2.921, -2.309]],
  "atomic_forces_ev_per_a": [[0.042, 0.070, -0.016], [0.410, -0.302, -0.125], [-0.596, -0.338, 0.209], [0.086, 0.596, 0.186], [-1.095, 0.187, -0.143], [-0.564, -0.475, 0.070], [-0.215, -0.203, -0.045], [0.239, 0.132, 0.027], [0.180, -0.049, 0.264], [-0.205, 0.179, 0.049], [-0.037, -0.509, 0.669], [0.089, -0.138, -0.261], [-0.008, 0.469, -0.136], [0.167, -0.074, 1.087], [-0.236, 0.249, -0.333], [0.376, 0.310, -0.603], [-0.207, -0.698, 0.353], [0.416, 0.003, -0.185], [-0.470, 0.042, -0.038], [0.097, -0.264, -1.119], [-0.104, 0.007, 0.512], [0.169, 0.739, 0.538], [-0.534, -0.618, -0.594], [0.260, 0.622, 0.126], [0.115, -0.165, 0.058], [0.061, -0.180, 0.057], [-0.034, -0.269, -0.188], [0.441, 0.079, 0.260], [0.514, 0.120, -0.309], [0.004, 0.107, -0.188], [0.227, -0.094, -0.003], [0.174, 0.543, -0.027], [-0.075, -0.078, -0.107], [-0.027, -0.128, -0.087], [-0.111, -0.219, -0.146], [-0.007, -0.017, 0.083], [0.061, -0.120, 0.104], [0.125, -0.024, 0.015], [-0.047, -0.132, 0.097], [-0.126, 0.054, 0.019], [-0.154, 0.278, -0.230], [-0.087, 0.143, 0.036], [-0.102, -0.015, 0.048], [-0.023, 0.022, 0.002], [0.176, -0.012, -0.108], [0.038, -0.030, 0.016], [0.269, 0.048, 0.132], [0.313, 0.186, 0.007], [-0.126, 0.054, 0.031], [0.028, -0.082, -0.014], [-0.038, -0.009, 0.023], [-0.069, 0.029, 0.099], [0.020, 0.024, -0.020], [-0.003, 0.019, -0.007], [0.013, 0.000, -0.003], [0.001, -0.024, 0.003], [0.006, -0.024, -0.003], [0.003, 0.029, 0.003], [0.028, 0.012, -0.006], [0.061, -0.012, -0.035], [0.008, -0.015, -0.016], [-0.002, 0.025, -0.011], [0.019, 0.005, -0.012], [0.004, -0.027, -0.009], [-0.004, -0.017, -0.017], [0.010, 0.024, 0.018], [0.000, -0.019, -0.005], [-0.014, 0.001, 0.008], [-0.028, 0.058, 0.028], [0.124, -0.073, -0.034], [-0.006, -0.025, 0.006], [-0.015, 0.019, 0.022], [0.002, 0.024, -0.001], [-0.001, -0.010, -0.018], [-0.025, 0.003, -0.001], [0.017, 0.011, 0.003], [0.024, -0.012, -0.006], [-0.024, -0.010, -0.055], [0.012, 0.006, 0.008], [-0.029, -0.003, 0.017], [-0.021, 0.000, -0.007], [0.031, 0.002, 0.004], [0.022, -0.004, 0.010], [-0.018, -0.012, 0.005], [-0.014, -0.016, -0.026], [0.025, 0.013, -0.011]]
}

---

(2)
{
  "formula": "C31H41N6OPPdS",
  "method": "ωB97M-V/def2-TZVPD",
  "lumo_ev": [1.9, 1.9],
  "e_above_lowest_kj_mol": 236.8,
  "multiplicity": 2,
  "total_charge": -1,
  "energy_ev": -67401.676,
  "max_force_ev_per_a": 0.76,
  "symbols": ["Pd", "O", "N", "C", "C", "C", "C", "C", "S", "H", "H", "H", "H", "C", "C", "C", "C", "C", "C", "C", "C", "N", "C", "C", "C", "C", "N", "C", "C", "C", "C", "C", "C", "C", "C", "H", "H", "H", "H", "H", "H", "H", "H", "H", "H", "H", "H", "H", "H", "H", "H", "H", "H", "H", "H", "H", "H", "H", "H", "C", "N", "C", "N", "C", "N", "C", "P", "C", "C", "H", "H", "H", "H", "H", "H", "H", "H", "H", "H", "H", "H", "H"],
  "xyz": [[0.309, 0.655, -0.555], [2.815, 0.705, -0.918], [3.347, 1.530, -0.038], [4.473, 1.130, 0.606], [5.078, 1.880, 1.572], [4.493, 3.105, 1.917], [3.355, 3.506, 1.267], [2.745, 2.745, 0.235], [1.346, 3.225, -0.602], [4.829, 0.160, 0.296], [5.970, 1.506, 2.058], [4.922, 3.717, 2.702], [2.861, 4.433, 1.520], [-4.081, -1.308, 0.058], [-3.960, -0.313, -1.079], [-4.827, -0.453, -2.162], [-4.679, 0.292, -3.321], [-3.598, 1.169, -3.409], [-2.711, 1.348, -2.356], [-1.477, 2.183, -2.511], [-2.925, 0.663, -1.124], [-2.023, 0.876, -0.111], [-2.339, 0.940, 1.183], [-3.740, 1.327, 1.619], [-1.354, 0.799, 2.200], [-1.848, 0.789, 3.636], [-0.081, 0.569, 1.911], [0.929, 0.744, 2.841], [1.132, 1.979, 3.507], [0.297, 3.191, 3.162], [2.183, 2.106, 4.414], [3.066, 1.066, 4.659], [2.918, -0.113, 3.935], [1.886, -0.280, 3.022], [1.791, -1.529, 2.186], [-4.258, -2.310, -0.347], [-4.915, -1.080, 0.728], [-3.171, -1.342, 0.658], [-5.615, -1.199, -2.101], [-5.370, 0.177, -4.148], [-3.424, 1.716, -4.329], [-1.341, 2.505, -3.546], [-0.591, 1.581, -2.173], [-1.472, 3.057, -1.859], [-4.375, 1.492, 0.750], [-3.713, 2.254, 2.198], [-4.216, 0.568, 2.250], [-2.537, -0.047, 3.792], [-2.389, 1.701, 3.908], [-1.014, 0.673, 4.324], [0.001, 3.166, 2.111], [0.880, 4.101, 3.330], [-0.612, 3.265, 3.769], [2.326, 3.063, 4.911], [3.879, 1.185, 5.366], [3.631, -0.922, 4.068], [2.632, -2.196, 2.391], [1.796, -1.245, 1.130], [0.853, -2.065, 2.357], [1.827, -3.726, -2.793], [1.732, -2.262, -3.191], [0.597, -2.102, -4.199], [-0.622, -2.610, -3.682], [-0.462, -4.005, -3.296], [0.586, -4.207, -2.296], [0.210, -3.543, -1.009], [-0.109, -1.640, -1.036], [1.509, -1.362, -1.988], [-1.173, -1.772, -2.580], [2.603, -3.790, -2.035], [2.126, -4.273, -3.689], [2.603, -1.984, -3.636], [0.902, -2.655, -5.089], [0.521, -1.039, -4.417], [-0.223, -4.597, -4.184], [-1.405, -4.358, -2.880], [1.001, -3.735, -0.279], [-0.696, -4.031, -0.634], [2.366, -1.477, -1.326], [1.525, -0.334, -2.348], [-1.348, -0.768, -2.960], [-2.153, -2.172, -2.310]],
  "atomic_forces_ev_per_a": [[-0.324, -0.597, 0.351], [0.416, 0.140, 0.178], [-0.076, -0.041, -0.046], [-0.192, 0.002, -0.065], [0.023, 0.086, 0.015], [-0.070, 0.028, -0.030], [0.051, -0.040, -0.109], [-0.004, -0.100, 0.059], [0.255, -0.066, 0.083], [-0.040, -0.025, -0.060], [-0.048, 0.012, -0.007], [-0.044, -0.019, -0.037], [0.016, 0.018, -0.010], [-0.003, 0.086, -0.060], [0.077, -0.062, 0.006], [0.095, -0.028, 0.007], [0.091, 0.096, 0.097], [0.059, -0.096, 0.065], [-0.072, 0.028, -0.029], [-0.054, -0.160, 0.060], [-0.093, -0.069, 0.099], [0.213, -0.051, -0.131], [-0.140, 0.017, 0.050], [0.000, -0.086, -0.022], [-0.041, -0.045, 0.046], [-0.004, 0.118, -0.042], [-0.008, 0.092, 0.061], [0.090, 0.191, -0.021], [0.021, 0.039, -0.028], [0.000, -0.137, 0.068], [-0.091, 0.002, -0.054], [-0.106, -0.060, -0.067], [-0.014, 0.022, 0.000], [-0.009, -0.079, 0.043], [-0.049, 0.118, 0.121], [-0.011, 0.056, 0.008], [0.043, 0.023, -0.002], [-0.004, 0.021, -0.030], [0.008, 0.016, 0.018], [0.027, -0.010, 0.003], [0.007, 0.031, -0.029], [-0.026, 0.009, 0.004], [-0.279, 0.313, -0.361], [0.004, 0.014, 0.048], [-0.006, -0.010, 0.024], [-0.018, -0.005, -0.006], [0.011, 0.037, -0.020], [0.002, 0.025, 0.011], [0.042, -0.034, -0.015], [0.027, -0.004, 0.049], [0.039, -0.006, 0.024], [-0.023, -0.030, 0.018], [0.030, -0.037, -0.029], [-0.014, -0.056, -0.034], [-0.006, -0.006, -0.022], [-0.002, 0.008, -0.003], [-0.011, -0.011, 0.017], [-0.007, -0.007, -0.068], [0.031, 0.035, -0.029], [-0.188, 0.174, 0.039], [-0.189, -0.096, 0.034], [-0.031, -0.029, 0.221], [-0.062, 0.058, 0.075], [0.049, 0.159, 0.176], [-0.101, 0.022, 0.136], [-0.014, 0.046, -0.194], [0.447, 0.303, -0.300], [-0.223, -0.135, 0.132], [0.154, -0.156, 0.018], [0.075, -0.017, 0.070], [0.006, -0.050, -0.082], [0.098, 0.059, -0.030], [0.020, -0.056, -0.080], [-0.005, 0.041, 0.012], [0.044, -0.008, -0.053], [-0.011, -0.023, -0.014], [0.021, -0.033, -0.012], [0.039, -0.012, -0.049], [0.039, -0.028, -0.040], [0.065, 0.021, -0.131], [-0.017, 0.077, -0.061], [-0.008, -0.023, -0.033]]
}

---

Number 1: M 663.62 g mol⁻¹. Number 2: M 683.17 g mol⁻¹.